1.
Entry from the OMol25 dataset: 5 unconnected molecules or ions with the total composition C22H30N4O6S at a distorted geometry (wB97M-V/def2-TZVPD).

```
63
Properties=species:S:1:pos:R:3:nbo_charge:R:1
C 1.05666 1.58664 3.12087 -0.6670
C 1.02881 0.33149 2.08471 -0.0860
O 1.69281 0.65426 0.81799 -0.5208
C 0.90683 1.54555 0.04594 0.3638
O 0.12458 1.00177 -1.07220 -0.5129
C 0.54998 1.47951 -2.33782 0.9879
O 0.35853 1.03588 -3.47808 -0.5694
O 1.38265 2.65050 -2.18539 -0.5018
C 1.61149 2.74376 -0.74283 0.0310
C 3.05372 3.27005 -0.27739 -0.6412
S 2.86796 5.12868 -0.05029 1.8657
O 4.17638 5.83719 -0.22432 -0.8826
O 2.21836 5.34674 1.29885 -0.9284
H 1.82862 2.36943 2.77831 0.2300
H 0.01080 2.06518 3.03576 0.2150
H 1.28744 1.27708 4.18953 0.2324
H -0.06904 0.03009 1.90288 0.1932
H 1.50947 -0.54290 2.62992 0.2129
H 0.08498 2.08417 0.63815 0.1952
H 0.92538 3.63631 -0.47343 0.1920
H 3.83952 3.16057 -1.10817 0.2786
H 3.42793 2.82551 0.69951 0.2877
H 1.90114 5.51173 -1.00560 0.0336
C -3.81001 -2.15434 1.71181 -0.3168
C -4.02865 -0.96735 2.45521 -0.3229
C -3.01900 -0.87314 3.38209 -0.0883
N -2.20200 -1.96176 3.22847 -0.5084
C -2.67419 -2.74479 2.20879 -0.0663
H -4.41581 -2.53361 0.90228 0.2307
H -4.83490 -0.26011 2.32593 0.2327
H -2.81282 -0.12848 4.13605 0.2155
H -1.38143 -2.15567 3.77896 0.4152
H -2.16335 -3.65272 1.92686 0.2191
C -8.16917 -4.13597 3.61949 -0.2991
C -8.19709 -3.62849 4.94179 -0.3127
C -7.10171 -2.81282 5.08978 -0.0795
N -6.41172 -2.81306 3.90751 -0.5129
C -7.05792 -3.61256 3.00416 -0.0810
H -8.88313 -4.80840 3.16739 0.2178
H -8.93665 -3.83617 5.70095 0.2193
H -6.75428 -2.23489 5.93267 0.2064
H -5.55971 -2.30264 3.72925 0.4255
H -6.67185 -3.74117 2.00452 0.2071
C 3.68363 3.11215 -6.80599 -0.2991
C 4.05181 1.79409 -7.17173 -0.3132
C 3.41033 0.93678 -6.31104 -0.0776
N 2.67267 1.68876 -5.43707 -0.5098
C 2.82903 3.01532 -5.73456 -0.0831
H 4.00658 4.02982 -7.27493 0.2175
H 4.71217 1.50438 -7.97570 0.2195
H 3.41639 -0.14059 -6.24491 0.2060
H 2.10191 1.32277 -4.69035 0.4267
H 2.32131 3.77433 -5.15905 0.2059
C 4.07797 -2.09982 -0.43003 -0.3002
C 4.50539 -3.21337 -1.19538 -0.3097
C 3.69949 -3.28060 -2.30538 -0.0746
N 2.79858 -2.25169 -2.23605 -0.5075
C 3.02555 -1.52374 -1.09870 -0.0883
H 4.49485 -1.75704 0.50552 0.2167
H 5.31348 -3.89014 -0.96049 0.2223
H 3.68859 -3.97042 -3.13544 0.2112
H 2.08105 -2.05967 -2.91619 0.4148
H 2.41963 -0.66241 -0.86337 0.2120
```

Computed properties:
Total energy (eV): -52376.6338
Kohn-Sham gap (eV): 8.00
Lowest unoccupied orbital energy (Ha): -0.0026
SMILES: CCO[C@@H]1OC(=O)O[C@@H]1C[SH](=O)=O.c1cc[nH]c1.c1cc[nH]c1.c1cc[nH]c1.c1cc[nH]c1
Highest occupied orbital energy (eV): -8.072
Net charge: 0
Energy relative to the best compared isomer or geometry (same formula, charge and spin) (eV): 7.141

***

2.
Entry from the OMol25 dataset: a molecular structure, C22H31AuN7 (wB97M-V/def2-TZVPD).

```
61
Properties=species:S:1:pos:R:3:lowdin_spin:R:1
Au 0.25305 -0.89973 -0.07410 0.5026
C -1.57920 -0.30635 -2.76892 0.0018
N -1.88871 -1.16462 -1.61208 0.0364
C -3.11719 -0.83576 -0.89550 0.0177
C -2.90633 0.00771 0.32484 0.1213
N -1.74888 0.04457 1.03396 0.1222
C -1.98993 0.84255 2.07230 0.1570
C -1.10840 1.21717 3.14597 0.1023
C -1.60902 2.03842 4.09889 0.0301
C -2.96311 2.50665 4.02742 0.3022
C -3.85844 2.15181 2.97603 0.0635
C -3.34014 1.33490 2.03184 0.0803
N -3.86163 0.75376 0.86969 0.0091
C -0.56910 0.75963 -2.43319 0.0070
N 0.04368 0.91099 -1.27211 0.0563
C 0.81743 2.08762 -1.39312 0.0033
C 1.59483 2.76868 -0.46064 0.0007
C 2.19572 3.93873 -0.87308 0.0000
C 2.02499 4.43210 -2.18243 0.0006
C 1.23451 3.78325 -3.10025 0.0008
C 0.63523 2.60447 -2.66488 0.0020
N -0.25381 1.73318 -3.29701 0.0024
H -2.48364 0.18083 -3.14477 0.0000
H -1.20538 -0.92899 -3.58275 0.0002
H -1.95705 -2.12168 -1.92859 0.0000
H -3.57979 -1.76235 -0.53801 0.0077
H -3.86520 -0.35462 -1.53449 0.0034
H -0.09509 0.84039 3.17978 0.0027
H -0.99768 2.35051 4.93461 -0.0017
H -3.32936 3.16093 4.80962 0.0119
H -4.87391 2.52558 2.96571 0.0004
H -4.80051 0.86936 0.50941 -0.0005
H 1.70597 2.41544 0.55717 -0.0001
H 2.80344 4.50219 -0.17792 0.0000
H 2.51932 5.35082 -2.46719 0.0000
H 1.08194 4.17740 -4.09589 0.0001
H -0.62822 1.83721 -4.22861 0.0004
C 2.91186 -0.99064 -1.56430 0.0048
N 2.50019 -1.04966 -0.13808 0.1979
C 3.20158 0.02184 0.61071 0.0093
C 2.84299 -2.36100 0.47103 0.0066
C 1.80333 -3.39290 0.13899 0.0039
N 0.46289 -2.94210 0.60879 0.0949
C 0.34541 -3.02629 2.09060 0.0027
C -0.56817 -3.82702 0.01378 0.0086
H 3.99388 -1.12378 -1.63095 0.0046
H 2.64340 -0.01764 -1.97084 0.0004
H 2.41726 -1.77345 -2.13582 0.0004
H 4.27600 -0.17957 0.60158 0.0072
H 2.85521 0.03391 1.64240 0.0003
H 3.02266 0.97936 0.13294 0.0006
H 2.91239 -2.21475 1.54762 -0.0001
H 3.83192 -2.67759 0.13070 0.0043
H 2.05058 -4.35612 0.59297 0.0021
H 1.73131 -3.54966 -0.93764 -0.0001
H 0.53510 -4.04925 2.42176 0.0024
H -0.66506 -2.74017 2.37558 0.0000
H 1.05265 -2.35408 2.56878 -0.0002
H -0.40701 -4.85530 0.34472 0.0043
H -0.49465 -3.79648 -1.07125 0.0000
H -1.55614 -3.51041 0.34421 0.0009
```

Computed properties:
Total energy (eV): -37414.0630
Kohn-Sham gap (spin up / spin down) (eV): 7.83 / 4.45
Lowest unoccupied orbital energy (spin up / spin down) (Ha): -0.3275 / -0.4532
Multiplicity: 3
Highest occupied orbital energy (spin up / spin down) (eV): -16.744 / -16.782
Net charge: +3
⟨S²⟩: 2.026
Energy relative to the best compared isomer or geometry (same formula, charge and spin) (eV): 0.069

***

3.
Entry from the OMol25 dataset: a molecular structure, C22H31BBrNO4PV at a distorted geometry (wB97M-V/def2-TZVPD).

```
62
Properties=species:S:1:pos:R:3:lowdin_spin:R:1
V 0.92887 -0.67889 0.14664 2.7839
N 0.31000 2.67314 -1.11605 0.0060
C -0.61363 2.95601 -0.02367 0.0012
C -0.87265 1.80711 0.92601 0.0135
O -1.75210 1.87886 1.75657 0.0169
O -0.05218 0.78100 0.80457 0.0299
H 0.93473 1.91800 -0.85009 0.0068
H 0.89872 3.47113 -1.31309 0.0003
H -1.59751 3.24035 -0.40148 0.0007
H -0.28022 3.77668 0.62097 0.0002
O 3.69435 0.64015 -0.68265 0.0091
B 2.93187 0.03727 0.41384 0.0571
O 3.88753 -0.10766 1.48322 0.0064
C 5.10161 0.30390 1.02682 -0.0017
C 6.29794 0.31084 1.69819 0.0008
C 7.41939 0.78764 1.00421 0.0006
C 7.30973 1.23558 -0.30720 0.0007
C 6.07260 1.22413 -0.97066 0.0008
C 4.98720 0.75262 -0.27284 -0.0012
H 6.36226 -0.04179 2.71973 0.0000
H 8.38211 0.80454 1.49966 0.0000
H 8.19205 1.59088 -0.82504 0.0000
H 5.96884 1.56792 -1.99184 0.0000
C -1.30724 -4.25801 0.93877 0.0017
C -2.12678 -3.77572 -0.27365 -0.0003
C -1.43246 -4.28071 -1.55095 0.0006
C -3.52641 -4.38410 -0.18375 -0.0001
P -1.99564 -1.91531 -0.18208 0.0077
C -3.13358 -1.52101 1.20084 -0.0001
C -2.55505 -1.03997 2.37238 0.0022
C -3.33142 -0.73357 3.48635 0.0002
C -4.70588 -0.89750 3.43808 0.0001
C -5.30696 -1.36643 2.27178 -0.0001
C -4.52474 -1.67452 1.16965 0.0000
C -2.76952 -1.10247 -1.68629 0.0016
C -3.37251 0.24462 -1.26347 0.0001
C -3.81433 -1.89583 -2.47201 0.0004
C -1.58602 -0.80741 -2.62464 0.0095
H -1.36695 -5.35088 0.98730 0.0001
H -1.69274 -3.85928 1.88076 0.0000
H -0.25877 -3.97213 0.84444 0.0021
H -1.11159 -5.31522 -1.38961 0.0000
H -0.53962 -3.70736 -1.79921 0.0006
H -2.10603 -4.28038 -2.41018 0.0000
H -3.42782 -5.47560 -0.23122 -0.0001
H -4.17424 -4.07819 -1.00590 0.0000
H -4.02371 -4.14202 0.75648 0.0000
H -1.48673 -0.86928 2.39984 0.0036
H -2.85428 -0.34558 4.37743 0.0000
H -5.31335 -0.64902 4.30022 0.0000
H -6.38188 -1.49227 2.22191 0.0000
H -5.00554 -2.04182 0.27126 0.0000
H -4.36042 0.13381 -0.81930 0.0000
H -3.47055 0.87205 -2.15614 0.0000
H -2.75666 0.78252 -0.53780 0.0001
H -4.70744 -2.10623 -1.88030 0.0000
H -3.43043 -2.83894 -2.85863 0.0000
H -4.13155 -1.29401 -3.33241 0.0001
H -0.85127 -0.14899 -2.15711 0.0087
H -1.95586 -0.30620 -3.52654 0.0004
H -1.05790 -1.71450 -2.92727 0.0003
Br 1.86669 -2.66665 -0.94384 0.0288
```

Computed properties:
Total energy (eV): -138698.1599
Kohn-Sham gap (spin up / spin down) (eV): 6.69 / 7.55
Lowest unoccupied orbital energy (spin up / spin down) (Ha): 0.0970 / 0.0968
Multiplicity: 4
Highest occupied orbital energy (spin up / spin down) (eV): -4.056 / -4.913
Net charge: -1
⟨S²⟩: 3.762
Energy relative to the best compared isomer or geometry (same formula, charge and spin) (eV): 1.111

***

4.
Entry from the OMol25 dataset: a molecular structure, C22H31BiNO2SSi2Te (wB97M-V/def2-TZVPD).

```
61
Properties=species:S:1:pos:R:3:nbo_charge:R:1
Bi -0.45388 -0.43255 1.02708 1.4553
O -0.93513 1.16744 4.40742 -0.5361
C -1.18579 1.39921 3.26002 0.7767
O -1.70671 0.45821 2.43624 -0.8998
C -1.04691 2.75532 2.64012 -0.2189
C -1.37306 3.83112 3.46483 -0.1378
C -1.34890 5.13122 2.99674 -0.2134
C -0.97072 5.37240 1.68375 -0.1897
C -0.61235 4.31998 0.85940 -0.1867
C -0.64291 3.00508 1.32196 -0.1502
S 0.00098 1.84313 0.12039 -0.2174
H -1.65540 3.61488 4.48621 0.2420
H -1.61642 5.94800 3.65123 0.2310
H -0.93752 6.38293 1.29938 0.2289
H -0.27958 4.51774 -0.15194 0.2200
N 2.21145 -0.72688 0.17709 -0.4586
C 3.35509 -0.61638 0.15520 0.4208
C 4.78151 -0.47516 0.13137 -0.2061
C 5.45505 -0.13500 1.30365 -0.1535
C 6.83094 -0.00039 1.27661 -0.1911
C 7.52542 -0.20398 0.09116 -0.1632
C 6.84982 -0.54199 -1.07398 -0.2016
C 5.47359 -0.68002 -1.06114 -0.1491
H 4.90125 0.02082 2.21880 0.2305
H 7.36268 0.26356 2.17957 0.2315
H 8.60134 -0.09956 0.07552 0.2306
H 7.39617 -0.69798 -1.99302 0.2326
H 4.93484 -0.94282 -1.96050 0.2309
C -5.06433 3.94541 -0.14320 -1.1169
Si -4.31211 2.60155 -1.18794 1.6445
C -5.57541 1.80254 -2.30383 -1.1262
C -2.85845 3.25794 -2.15078 -1.1258
C -3.69420 1.27698 0.02786 -1.1287
Te -2.73824 -0.36092 -0.93354 0.7574
C -4.06719 -1.92476 -0.36401 -1.1383
Si -4.26875 -2.43221 1.45554 1.6479
C -4.94913 -1.04006 2.48667 -1.1353
C -5.44577 -3.87294 1.40990 -1.1166
C -2.60124 -2.96041 2.13263 -1.1353
H -5.43588 4.75494 -0.77315 0.2522
H -4.32130 4.36717 0.53683 0.2465
H -5.90007 3.58016 0.45469 0.2463
H -5.99317 2.53644 -2.99442 0.2571
H -6.40434 1.39125 -1.72506 0.2424
H -5.14861 0.99835 -2.90809 0.2368
H -3.19404 4.04936 -2.82403 0.2541
H -2.35978 2.49977 -2.75877 0.2410
H -2.11944 3.68890 -1.47302 0.2406
H -4.50948 0.84261 0.60684 0.2598
H -2.97224 1.68670 0.73520 0.2797
H -3.72030 -2.78433 -0.94317 0.2588
H -5.03286 -1.63578 -0.78776 0.2612
H -5.87807 -0.63956 2.07548 0.2419
H -4.22958 -0.22936 2.60529 0.2529
H -5.17658 -1.41704 3.48598 0.2598
H -6.40749 -3.59129 0.97949 0.2477
H -5.63098 -4.23824 2.42088 0.2533
H -5.04615 -4.70248 0.82508 0.2458
H -2.09202 -2.13839 2.63934 0.2369
H -1.94066 -3.39719 1.38037 0.2333
H -2.76041 -3.72745 2.89312 0.2676
```

Computed properties:
Total energy (eV): -68622.4164
Kohn-Sham gap (eV): 7.24
Lowest unoccupied orbital energy (Ha): -0.1414
Highest occupied orbital energy (eV): -11.089
Net charge: +1
Energy relative to the best compared isomer or geometry (same formula, charge and spin) (eV): 0.257

***

> Which value of net charge does entry 1 give?

0

***

> What is the formula in the first record?

C22H30N4O6S